Record 1
Entry from the Open Molecules 2025 dataset: a structure of composition C3H13NO3 at a distorted geometry (the ωB97M-V functional and the def2-TZVPD basis).

Calculated values
HOMO, eV: -8.6
Energy relative to the best compared isomer or geometry (same formula, charge and spin), kcal/mol: 90.5
Gap between HOMO and LUMO, Eh: 0.29494

CARTESIAN COORDINATES (ANGSTROEM)
C: 0.324085 -1.203180 1.850242
C: 0.366484 0.084883 1.014071
C: 1.522608 0.792439 0.733478
N: -0.957604 0.516697 0.976776
H: 1.242722 -1.757142 1.703549
H: -0.586345 -1.752155 1.540265
H: 0.241628 -0.914094 2.902121
H: 1.510942 1.869010 0.620511
H: 2.556408 0.496287 0.914710
H: -1.420312 -0.126400 0.293460
H: -1.081891 1.464819 0.627989
H: 0.063970 2.953660 -2.644021
H: 0.079141 1.520589 -2.125246
O: -0.129008 2.436200 -1.861147
H: 0.528108 -1.076487 -2.016332
H: 1.008091 -0.156670 -0.042509
O: -0.193023 -0.443449 -2.005195
H: -2.482228 -2.099290 -0.631199
H: -0.948916 -0.938414 -1.366288
O: -1.644863 -1.667294 -0.485236

Atomic forces in eV per Å
C 0.4 -0.2 -1.1
C -2.8 -0.2 4.5
C 0.3 0.0 0.6
N 1.8 1.2 -1.4
H 0.1 -0.5 0.1
H 0.7 0.1 0.1
H 0.0 0.2 -0.3
H -0.7 0.0 -1.4
H -0.6 -0.9 0.3
H -0.8 -0.9 0.6
H 0.2 0.1 -0.1
H 0.0 0.2 -0.1
H -0.4 -0.3 0.2
O 0.3 -0.2 0.1
H 0.0 -0.2 -0.3
H 1.1 1.1 -2.0
O 0.3 0.5 0.6
H -0.2 0.1 -0.3
H 0.0 -0.5 -0.6
O 0.4 0.6 0.6

=====

Record 2
Entry from the Open Molecules 2025 dataset: a structure of composition C21H26MoN4O5S2Si at a distorted geometry (the ωB97M-V functional and the def2-TZVPD basis).

Calculated values
HOMO (spin up / spin down), eV: -7.5 / -7.5
Energy relative to the best compared isomer or geometry (same formula, charge and spin), kcal/mol: 55.3
Gap between HOMO and LUMO (spin up / spin down), Eh: 0.19348 / 0.19344

CARTESIAN COORDINATES (ANGSTROEM)
Mo: -0.814632 0.175508 1.084075
C: 4.735578 0.955699 1.392339
Si: 4.654470 -0.903744 1.020267
C: 5.311006 -1.932876 2.490937
C: 5.591573 -1.245104 -0.602811
C: 2.909090 -1.634306 0.794297
C: 2.721193 -2.971319 0.469445
C: 1.442056 -3.507891 0.335278
C: 0.353921 -2.687013 0.535912
N: 0.508495 -1.401791 0.870177
C: 1.750047 -0.895637 0.999896
S: 1.607732 0.760921 1.435242
H: 5.772678 1.264667 1.480587
H: 4.231192 1.219568 2.315548
H: 4.275519 1.542293 0.603420
H: 6.363538 -1.740644 2.671007
H: 5.191503 -2.998508 2.309274
H: 4.772547 -1.693205 3.405245
H: 6.604427 -0.865361 -0.531360
H: 5.115284 -0.751546 -1.444833
H: 5.655010 -2.303423 -0.831654
H: 3.580564 -3.603638 0.310687
H: 1.297431 -4.547246 0.084701
H: -0.666183 -3.042407 0.436092
O: -2.616035 6.485894 -1.359404
C: -1.909323 5.768992 -2.050895
O: -1.389407 5.836047 -3.147989
C: -1.583709 4.418664 -1.263466
C: -0.281903 3.947643 -1.150734
C: -0.031186 2.824031 -0.386409
N: -0.996314 2.107995 0.208422
C: -2.262735 2.558433 0.054854
C: -2.588367 3.728852 -0.612625
C: -3.311949 1.609188 0.546010
O: -4.498769 1.748958 0.322490
O: -2.780100 0.600218 1.151432
H: 0.518961 4.443859 -1.676033
H: 0.983813 2.453831 -0.282206
H: -3.612750 4.067580 -0.627070
C: -0.606835 -0.527860 4.386196
C: -0.995937 -0.550150 2.951555
O: -1.654373 -1.431510 2.400965
H: -0.856905 -1.455318 4.900334
H: -1.131185 0.301162 4.861968
H: 0.461537 -0.327714 4.456556
C: -2.802897 -0.257738 -4.087450
N: -3.180874 -0.821719 -2.826156
C: -4.473784 -1.444817 -2.611105
C: -4.444182 -1.803000 -1.113525
N: -3.062141 -1.538308 -0.748913
C: -2.432552 -0.866692 -1.727109
S: -0.880093 -0.244062 -1.637123
H: -3.542179 0.478501 -4.405185
H: -2.723029 -1.039948 -4.845093
H: -1.835535 0.226811 -3.981097
H: -4.575719 -2.319142 -3.266104
H: -5.270895 -0.733190 -2.840447
H: -4.683492 -2.851126 -0.917975
H: -5.121064 -1.165724 -0.534182
H: -2.792131 -1.421638 0.223745

Atomic forces in eV per Å
Mo 1.6 0.5 0.3
C -0.2 -0.6 -0.1
Si 0.5 -0.3 0.1
C -0.1 0.5 -0.6
C -0.3 0.1 0.7
C 0.2 0.3 0.0
C -0.2 0.2 -0.1
C 0.1 0.1 0.1
C -0.2 -0.1 0.0
N 0.9 -1.1 -0.2
C -0.4 -0.3 0.1
S -1.1 0.8 0.1
H 0.3 -0.1 0.0
H 0.0 0.0 0.2
H 0.0 0.1 -0.2
H 0.2 0.0 0.0
H 0.0 -0.1 -0.1
H -0.1 0.1 0.1
H 0.3 0.1 0.0
H -0.1 0.1 -0.1
H 0.0 -0.2 0.0
H 0.1 -0.2 0.0
H 0.0 0.0 0.0
H 0.1 0.0 0.0
O -0.8 1.0 0.4
C 0.3 -1.7 1.2
O 0.5 0.3 -1.3
C 0.1 1.2 -0.6
C -0.2 -0.5 0.2
C 0.8 0.4 -0.3
N 0.2 0.6 0.3
C -0.8 0.5 -0.3
C 0.2 -1.0 0.6
C -0.6 0.9 -0.7
O 0.5 -0.1 0.2
O -0.1 -1.0 0.8
H 0.1 0.0 0.0
H -0.2 0.1 0.0
H -0.1 0.0 -0.1
C 0.0 0.1 -0.1
C -0.3 0.4 -0.3
O 0.0 -0.3 -0.6
H -0.1 0.0 -0.2
H 0.0 0.1 0.0
H 0.0 0.1 0.0
C 0.1 0.1 -0.3
N -0.1 -0.1 0.6
C -0.3 -0.1 -0.1
C -0.5 -0.1 0.2
N 0.1 -0.1 0.0
C 0.0 -0.2 -0.4
S 0.1 -0.1 0.9
H 0.0 0.0 0.0
H 0.0 0.0 0.0
H -0.1 0.0 0.0
H -0.1 0.1 0.1
H 0.0 -0.1 0.0
H -0.1 0.1 -0.1
H 0.1 -0.1 -0.1
H -0.3 0.0 -0.4

=====

Record 3
Entry from the Open Molecules 2025 dataset: a cluster of 2 separate species, C6H15NO in total at a distorted geometry (the ωB97M-V functional and the def2-TZVPD basis).

Calculated values
HOMO (spin up / spin down), eV: -14.5 / -14.5
Energy relative to the best compared isomer or geometry (same formula, charge and spin), kcal/mol: 37.4
Expectation value of S²: 0.755
Charge: +1
Multiplicity: 2
Gap between HOMO and LUMO (spin up / spin down), Eh: 0.38093 / 0.19046

CARTESIAN COORDINATES (ANGSTROEM)
C: -0.558019 0.157508 1.200772
C: -1.713319 -0.550628 1.899729
C: -0.654520 1.552499 0.622163
O: 0.372452 2.175145 0.368599
N: -1.878807 2.071790 0.436879
H: 0.375951 0.195189 1.764452
H: -0.380466 -0.523202 0.355232
H: -2.668346 -0.459465 1.391738
H: -1.838079 -0.196577 2.926399
H: -1.899568 2.941197 -0.089229
H: -2.697139 1.487809 0.420836
H: -1.395862 -1.578092 2.052725
C: 1.819034 -1.131531 -1.369492
C: 0.902440 -1.323505 -2.589873
C: 1.748058 -2.238375 -0.297941
H: 1.468671 -0.193996 -0.935266
H: 2.809644 -0.887191 -1.751872
H: -0.081631 -1.657429 -2.258968
H: 0.714176 -0.384905 -3.122800
H: 2.312613 -1.889312 0.562797
H: 1.322138 -1.985702 -3.343994
H: 2.155816 -3.178017 -0.646696
H: 0.681501 -2.322702 -0.104705

Atomic forces in eV per Å
C 1.1 -1.2 -0.4
C 0.1 1.3 1.4
C -3.8 -0.7 0.4
O 1.1 0.5 -0.2
N 1.9 0.6 -0.6
H -0.1 -0.5 0.2
H 0.6 0.7 -0.3
H 0.0 -0.4 -0.2
H -0.2 0.3 -0.1
H -0.4 0.0 0.2
H 0.0 -0.2 0.2
H -0.1 -0.2 -0.5
C -0.3 0.4 -0.8
C 0.0 0.2 0.1
C 0.2 1.2 -1.1
H 0.1 0.2 0.4
H 0.3 -0.3 0.3
H -0.1 -0.4 -0.2
H 0.2 0.1 0.2
H -0.1 -0.3 0.3
H -0.2 -0.4 0.2
H -0.1 -0.2 0.0
H 0.0 -0.5 0.5

=====

Record 4
Entry from the Open Molecules 2025 dataset: a structure of composition C8H14CoN3S at a distorted geometry (the ωB97M-V functional and the def2-TZVPD basis).

Calculated values
HOMO (spin up / spin down), eV: 0.3 / -3.0
Energy relative to the best compared isomer or geometry (same formula, charge and spin), kcal/mol: 22.5
Expectation value of S²: 3.797
Charge: -1
Multiplicity: 4
Gap between HOMO and LUMO (spin up / spin down), Eh: 0.11028 / 0.23011

CARTESIAN COORDINATES (ANGSTROEM)
C: -0.084192 1.246788 -2.312753
Co: -0.332750 0.127669 -0.471015
N: 0.190084 -0.159225 1.555915
H: -1.117626 1.244071 0.184189
H: -0.225986 -1.007930 1.954704
H: 0.289527 1.353595 -1.061153
H: -0.833181 2.012629 -2.526888
H: -0.417406 0.276285 -2.687479
H: 0.833824 1.504746 -2.846887
H: 1.202085 -0.244243 1.687371
H: -0.117176 0.623083 2.140687
N: -2.773096 -1.644262 -1.553523
C: -1.605928 -2.328129 -1.478642
N: -0.484853 -1.779752 -0.973524
C: 0.577797 -2.720595 -0.964901
C: 1.843380 -2.534065 -0.405136
C: 2.744992 -3.612704 -0.418034
C: 2.395492 -4.831540 -1.022103
C: 1.127563 -5.005418 -1.597868
C: 0.216566 -3.957139 -1.539300
S: -1.473775 -3.948981 -2.085509
H: -3.586001 -2.109149 -1.933145
H: -2.856351 -0.740945 -1.087269
H: 2.111496 -1.564001 0.029115
H: 3.729285 -3.503995 0.039663
H: 3.112369 -5.649842 -1.043415
H: 0.825653 -5.932336 -2.084968

Atomic forces in eV per Å
C 1.1 0.0 0.7
Co -0.9 -1.2 0.5
N 1.0 -0.2 1.3
H -1.2 1.3 0.4
H 0.1 0.2 -0.3
H -0.1 1.3 -2.0
H 0.1 -0.1 0.5
H 0.0 0.1 -0.1
H 0.0 -0.1 -0.1
H -0.2 -0.1 0.2
H 0.0 -0.3 -0.5
N -1.4 0.8 -0.4
C 1.2 0.0 0.5
N 1.8 -2.0 -0.5
C -2.7 1.8 0.0
C 1.2 -0.5 0.4
C -0.7 0.5 -0.1
C 0.4 -0.2 0.1
C -0.8 0.6 0.0
C 0.8 -1.1 -0.1
S 0.2 -0.4 -0.2
H 0.2 0.3 0.3
H 0.1 -0.5 -0.1
H -0.1 -0.4 -0.2
H -0.2 0.0 -0.1
H -0.1 0.1 0.0
H 0.2 0.1 0.2

=====

Repeat the fourth record exactly.
Entry from the Open Molecules 2025 dataset: a structure of composition C8H14CoN3S at a distorted geometry (the ωB97M-V functional and the def2-TZVPD basis).

Calculated values
HOMO (spin up / spin down), eV: 0.3 / -3.0
Energy relative to the best compared isomer or geometry (same formula, charge and spin), kcal/mol: 22.5
Expectation value of S²: 3.797
Charge: -1
Multiplicity: 4
Gap between HOMO and LUMO (spin up / spin down), Eh: 0.11028 / 0.23011

CARTESIAN COORDINATES (ANGSTROEM)
C: -0.084192 1.246788 -2.312753
Co: -0.332750 0.127669 -0.471015
N: 0.190084 -0.159225 1.555915
H: -1.117626 1.244071 0.184189
H: -0.225986 -1.007930 1.954704
H: 0.289527 1.353595 -1.061153
H: -0.833181 2.012629 -2.526888
H: -0.417406 0.276285 -2.687479
H: 0.833824 1.504746 -2.846887
H: 1.202085 -0.244243 1.687371
H: -0.117176 0.623083 2.140687
N: -2.773096 -1.644262 -1.553523
C: -1.605928 -2.328129 -1.478642
N: -0.484853 -1.779752 -0.973524
C: 0.577797 -2.720595 -0.964901
C: 1.843380 -2.534065 -0.405136
C: 2.744992 -3.612704 -0.418034
C: 2.395492 -4.831540 -1.022103
C: 1.127563 -5.005418 -1.597868
C: 0.216566 -3.957139 -1.539300
S: -1.473775 -3.948981 -2.085509
H: -3.586001 -2.109149 -1.933145
H: -2.856351 -0.740945 -1.087269
H: 2.111496 -1.564001 0.029115
H: 3.729285 -3.503995 0.039663
H: 3.112369 -5.649842 -1.043415
H: 0.825653 -5.932336 -2.084968

Atomic forces in eV per Å
C 1.1 0.0 0.7
Co -0.9 -1.2 0.5
N 1.0 -0.2 1.3
H -1.2 1.3 0.4
H 0.1 0.2 -0.3
H -0.1 1.3 -2.0
H 0.1 -0.1 0.5
H 0.0 0.1 -0.1
H 0.0 -0.1 -0.1
H -0.2 -0.1 0.2
H 0.0 -0.3 -0.5
N -1.4 0.8 -0.4
C 1.2 0.0 0.5
N 1.8 -2.0 -0.5
C -2.7 1.8 0.0
C 1.2 -0.5 0.4
C -0.7 0.5 -0.1
C 0.4 -0.2 0.1
C -0.8 0.6 0.0
C 0.8 -1.1 -0.1
S 0.2 -0.4 -0.2
H 0.2 0.3 0.3
H 0.1 -0.5 -0.1
H -0.1 -0.4 -0.2
H -0.2 0.0 -0.1
H -0.1 0.1 0.0
H 0.2 0.1 0.2